P.
C5H11N2 | ωB97M-V/def2-TZVPD

Computed properties:
net charge: +1
SMILES string: C=N/C=C/CC[NH3+]
frontier orbital gap: 0.347 hartree

Structure (XYZ):
```
18
C5H11N2, DFT ωB97M-V/def2-TZVPD
C -1.344 1.521 -1.278
C -1.217 0.033 -1.073
C -0.530 -0.202 0.236
C 0.468 -1.063 0.326
N 1.319 -1.126 1.461
C 1.347 -2.235 2.109
N 0.121 2.272 -1.186
H -1.679 2.003 -2.171
H -1.915 2.063 -0.440
H -2.192 -0.537 -1.245
H -0.673 -0.369 -1.959
H -0.993 0.339 1.115
H 0.807 -1.688 -0.588
H 0.912 -3.210 1.747
H 1.869 -2.135 3.047
H 0.156 3.178 -0.702
H 0.610 2.325 -2.090
H 0.677 1.684 -0.556
```

***

Q.
C5H11N2 | ωB97M-V/def2-TZVPD

Computed properties:
net charge: +1
SMILES string: CC(=[NH2+])[C@@H]1CN1C
frontier orbital gap: 0.381 hartree

Structure (XYZ):
```
18
C5H11N2, DFT ωB97M-V/def2-TZVPD
C 1.362 -0.288 -0.004
C -0.894 0.614 1.199
C -0.014 0.505 -0.035
C 2.612 0.462 -0.276
C -2.359 -0.381 -0.602
N 1.248 -1.476 0.350
N -1.159 -0.412 0.209
H -0.470 0.386 2.189
H -1.532 1.500 1.278
H -0.056 1.282 -0.811
H 2.799 1.216 0.497
H 2.650 0.789 -1.251
H 3.306 -0.356 -0.352
H -2.853 0.429 -1.018
H -2.350 -1.120 -1.374
H -3.090 -0.881 0.064
H 2.075 -2.066 0.136
H 0.125 -1.830 0.557
```

***

Most stable one: P, least stable one: Q.

***

P.
C27H45FNORbSi | ωB97M-V/def2-TZVPD

Computed properties:
net charge: -2
frontier orbital gap: 0.185 hartree

Structure (XYZ):
```
77
C27H45FNORbSi, DFT ωB97M-V/def2-TZVPD
Rb -1.136 1.942 -0.110
C 0.969 -0.111 -0.671
C 0.462 0.019 -1.966
C 1.075 1.221 -2.578
C 1.896 1.767 -1.512
C 1.889 0.968 -0.358
C 2.679 1.051 0.916
C 1.823 1.640 2.084
C 3.854 1.901 0.710
C 3.158 -0.327 1.258
C 0.712 1.982 -3.863
C -0.753 2.124 -4.053
C 1.297 1.311 -5.212
C 1.324 3.445 -3.811
C -0.514 -1.023 -2.495
C -2.009 -0.686 -2.322
C -0.354 -1.389 -3.987
C -0.281 -2.397 -1.752
H 0.710 -0.907 0.045
H 2.464 2.691 -1.683
H 1.309 2.547 1.764
H 2.471 1.924 3.011
H 1.020 0.995 2.399
H 3.627 2.909 0.352
H 4.507 1.567 -0.061
H 4.411 1.950 1.715
H 2.374 -1.055 1.536
H 3.790 -0.302 2.147
H 3.801 -0.836 0.528
H -1.301 1.137 -4.115
H -0.994 2.671 -4.978
H -1.259 2.654 -3.317
H 0.682 0.463 -5.628
H 2.248 0.920 -5.047
H 1.458 2.088 -5.947
H 1.292 3.808 -2.787
H 0.726 4.112 -4.451
H 2.314 3.486 -4.238
H -2.219 0.275 -2.812
H -2.385 -0.535 -1.300
H -2.584 -1.523 -2.751
H -0.928 -0.780 -4.664
H -0.695 -2.370 -4.167
H 0.742 -1.404 -4.263
H -0.570 -2.332 -0.752
H 0.811 -2.698 -1.831
H -0.990 -3.173 -2.261
C -1.585 -4.061 4.441
Si -1.368 -3.238 2.749
C 0.353 -3.858 2.289
C -2.637 -4.026 1.543
N -1.732 -1.570 2.909
C -1.090 -0.621 3.658
C 0.017 -0.763 4.521
C 0.513 0.245 5.338
C -0.061 1.499 5.236
C -1.134 1.719 4.427
C -1.599 0.725 3.669
F -2.472 1.020 2.660
H -1.715 -5.139 4.531
H -2.536 -3.690 4.832
H -0.931 -3.751 5.241
H 0.167 -4.920 2.355
H 1.056 -3.467 2.968
H 0.687 -3.547 1.297
H -2.090 -4.800 0.972
H -2.880 -3.176 0.829
H -3.568 -4.484 1.942
H 0.599 -1.663 4.550
H 1.389 -0.045 5.956
H 0.269 2.302 5.915
H -1.629 2.741 4.365
C -3.907 3.000 -1.211
O -2.921 2.567 -1.997
H -3.841 2.627 -0.240
H -4.723 2.601 -1.528
H -3.553 4.052 -0.939
```

***

Q.
C27H45FNORbSi | ωB97M-V/def2-TZVPD

Computed properties:
net charge: -2
frontier orbital gap: 0.196 hartree

Structure (XYZ):
```
77
C27H45FNORbSi, DFT ωB97M-V/def2-TZVPD
Rb -0.006 0.010 -0.728
C -0.837 -0.811 2.287
C 0.310 -1.655 2.314
C 1.434 -0.755 2.486
C 0.925 0.567 2.532
C -0.482 0.529 2.440
C -1.425 1.735 2.389
C -2.454 1.694 1.234
C -2.277 1.878 3.710
C -0.638 3.053 2.212
C 2.986 -0.961 2.548
C 3.694 0.371 2.849
C 3.419 -1.928 3.668
C 3.471 -1.521 1.204
C 0.178 -3.169 2.391
C -1.177 -3.630 1.841
C 0.125 -3.608 3.896
C 1.255 -4.013 1.654
H -1.881 -1.143 2.168
H 1.506 1.457 2.618
H -3.063 0.783 1.203
H -1.917 1.749 0.300
H -3.125 2.581 1.290
H -2.866 0.986 3.816
H -2.965 2.728 3.613
H -1.669 2.087 4.590
H -0.020 3.016 1.314
H 0.012 3.254 3.090
H -1.342 3.884 2.120
H 3.370 0.891 3.768
H 3.543 1.061 2.020
H 4.749 0.209 2.918
H 2.980 -1.508 4.602
H 4.505 -1.976 3.754
H 3.023 -2.918 3.503
H 3.190 -0.857 0.349
H 3.076 -2.488 0.996
H 4.570 -1.548 1.126
H -2.018 -3.176 2.391
H -1.263 -4.721 2.012
H -1.288 -3.413 0.732
H -0.656 -3.012 4.386
H 1.066 -3.347 4.344
H -0.098 -4.665 3.995
H 1.304 -3.741 0.602
H 1.022 -5.109 1.708
H 2.237 -3.929 2.054
C -0.365 3.427 -4.693
Si -1.416 2.841 -3.231
C -2.937 3.916 -3.409
C -0.623 3.546 -1.692
N -1.681 1.176 -3.039
C -1.954 0.265 -3.999
C -2.058 0.473 -5.407
C -2.248 -0.542 -6.344
C -2.319 -1.875 -5.926
C -2.261 -2.135 -4.547
C -2.116 -1.125 -3.642
F -2.029 -1.460 -2.327
H -0.113 4.474 -4.574
H -0.953 3.322 -5.638
H 0.547 2.878 -4.848
H -2.602 4.991 -3.369
H -3.602 3.813 -2.546
H -3.501 3.712 -4.347
H -0.437 4.618 -1.822
H 0.296 3.081 -1.439
H -1.363 3.444 -0.860
H -2.003 1.479 -5.774
H -2.326 -0.250 -7.395
H -2.417 -2.642 -6.697
H -2.234 -3.140 -4.201
C 3.642 -0.651 -2.117
O 2.306 -0.552 -1.851
H 3.893 -0.423 -3.175
H 4.135 -1.632 -1.856
H 4.256 0.054 -1.548
```

***

Most stable one: Q, least stable one: P.

***

P.
C3H8OS2 | ωB97M-V/def2-TZVPD

Computed properties:
SMILES string: C=CO.CSS
frontier orbital gap: 0.339 hartree

Structure (XYZ):
```
14
C3H8OS2, DFT ωB97M-V/def2-TZVPD
C -2.875 2.391 -2.508
S -2.536 3.591 -3.859
S -0.571 4.134 -3.713
H -2.035 1.704 -2.434
H -3.751 1.859 -2.862
H -3.019 2.901 -1.563
H -0.800 5.461 -3.692
C 2.090 -2.413 3.392
C 2.698 -3.215 2.511
O 2.180 -4.471 2.255
H 2.144 -1.348 3.510
H 1.161 -2.814 3.804
H 3.718 -3.147 2.161
H 1.596 -4.632 2.997
```

***

Q.
C3H8OS2 | ωB97M-V/def2-TZVPD

Computed properties:
SMILES string: C1CSCS1.O
frontier orbital gap: 0.335 hartree

Structure (XYZ):
```
14
C3H8OS2, DFT ωB97M-V/def2-TZVPD
S 0.507 -0.330 1.712
S -0.557 1.807 -0.221
C -0.894 0.505 0.984
C 1.614 -0.035 0.242
C 1.261 1.405 -0.343
H -1.555 0.803 1.820
H -1.383 -0.332 0.449
H 1.264 -0.821 -0.455
H 2.693 -0.203 0.423
H 1.717 1.628 -1.326
H 1.663 2.133 0.388
O -2.107 -2.496 -0.969
H -1.431 -2.271 -1.648
H -2.790 -1.793 -1.056
```

***

Most stable one: Q, least stable one: P.

***

P.
C3H8OS2 | ωB97M-V/def2-TZVPD

Computed properties:
SMILES string: C=CO.CSS
frontier orbital gap: 0.264 hartree

Structure (XYZ):
```
14
C3H8OS2, DFT ωB97M-V/def2-TZVPD
C -1.914 0.633 0.356
S -2.180 -1.013 -0.620
S -1.550 -2.959 -1.206
H -1.924 0.433 1.422
H -2.781 1.225 0.091
H -0.953 0.944 -0.032
H -1.073 -3.347 -0.010
C 1.936 1.636 0.053
C 1.820 0.325 0.272
O 2.026 -0.539 -0.770
H 1.809 2.196 0.967
H 1.981 1.939 -0.981
H 1.120 -0.060 1.011
H 1.684 -1.411 -0.553
```

***

Q.
C3H8OS2 | ωB97M-V/def2-TZVPD

Computed properties:
frontier orbital gap (alpha / beta): 0.293 / 0.293 hartree

Structure (XYZ):
```
14
C3H8OS2, DFT ωB97M-V/def2-TZVPD
C 0.202 0.608 0.486
C 2.639 1.342 -0.224
C -3.577 0.069 -0.293
O -1.021 0.449 0.559
S 1.002 2.040 -0.020
S -2.385 1.490 0.004
H 1.841 -1.331 0.641
H 3.062 2.236 -0.866
H 2.599 0.395 -0.804
H 3.096 1.247 0.844
H -3.500 -0.235 -1.296
H -3.118 -0.521 0.569
H -4.568 0.495 -0.045
H 2.028 -1.869 1.090
```

***

Most stable one: P, least stable one: Q.

***

P.
C2H6NO2P | ωB97M-V/def2-TZVPD

Computed properties:
SMILES string: OP(O)N1CC1
frontier orbital gap: 0.373 hartree

Structure (XYZ):
```
12
C2H6NO2P, DFT ωB97M-V/def2-TZVPD
C -0.432 0.325 1.258
C 0.997 0.546 0.922
N 0.006 0.313 -0.081
O 0.448 -0.382 -2.345
O -1.772 -1.006 -1.080
P -0.092 -1.135 -0.963
H -0.687 -0.606 1.785
H -0.922 1.217 1.729
H 1.409 1.639 0.980
H 1.798 -0.117 1.259
H 1.212 -0.631 -2.813
H -1.964 -0.164 -0.650
```

***

Q.
C2H6NO2P | ωB97M-V/def2-TZVPD

Computed properties:
SMILES string: [H]/N=C(/CO)PO
frontier orbital gap: 0.339 hartree

Structure (XYZ):
```
12
C2H6NO2P, DFT ωB97M-V/def2-TZVPD
C 0.133 -0.618 -0.004
C -1.546 -0.205 -0.004
N 0.473 -1.784 -0.046
O -1.561 1.252 0.040
O 2.589 0.253 0.105
P 1.097 0.912 -0.127
H -1.964 -0.549 -0.888
H -1.829 -0.646 0.999
H 1.520 -1.934 0.177
H -1.191 1.381 -0.875
H 3.364 0.747 -0.303
H 0.736 0.928 1.294
```

***

R.
C2H6NO2P | ωB97M-V/def2-TZVPD

Computed properties:
SMILES string: CP(C)(=O)N=O
frontier orbital gap (alpha / beta): 0.309 / 0.309 hartree

Structure (XYZ):
```
12
C2H6NO2P, DFT ωB97M-V/def2-TZVPD
C -0.340 0.807 1.328
C -0.705 -0.571 -1.361
N 1.891 0.072 -0.571
O 2.601 0.875 -0.020
O 0.825 -1.689 0.740
P 0.339 -0.378 0.181
H -1.340 0.971 0.835
H -0.634 0.434 2.288
H 0.309 1.580 1.436
H -0.044 -0.689 -2.234
H -1.275 -1.492 -1.356
H -1.626 0.079 -1.266
```

***

S.
C2H6NO2P | ωB97M-V/def2-TZVPD

Computed properties:
frontier orbital gap (alpha / beta): 0.282 / 0.301 hartree

Structure (XYZ):
```
12
C2H6NO2P, DFT ωB97M-V/def2-TZVPD
C -1.366 -0.653 1.439
C 1.425 0.498 -1.334
N 0.446 -0.219 -0.499
O 0.523 -1.459 -0.541
O -0.767 1.899 0.461
P -0.981 0.477 0.026
H -2.367 -1.074 1.226
H -0.562 -1.331 1.137
H -1.306 -0.142 2.460
H 2.441 0.246 -0.991
H 1.472 0.273 -2.348
H 1.041 1.487 -1.035
```

***

Most stable one: P, least stable one: S.

***

P.
H18O9 | ωB97M-V/def2-TZVPD

Computed properties:
SMILES string: O.O.O.O.O.O.O.O.O
frontier orbital gap: 0.367 hartree

Structure (XYZ):
```
27
H18O9, DFT ωB97M-V/def2-TZVPD
O -23.930 0.269 5.744
H -23.243 0.624 6.309
H -23.536 0.244 4.873
O -22.038 3.543 9.763
H -22.794 3.354 9.206
H -22.327 3.309 10.645
O -22.237 0.467 3.813
H -22.058 0.172 2.921
H -21.457 0.964 4.063
O -19.896 1.417 7.122
H -19.802 1.615 8.054
H -20.550 2.042 6.809
O -21.718 2.952 6.129
H -22.037 3.272 5.285
H -22.255 3.408 6.777
O -20.236 5.209 8.763
H -20.826 5.962 8.768
H -20.770 4.484 9.089
O -23.248 3.863 3.025
H -23.421 4.700 2.593
H -22.873 3.312 2.338
O -24.020 3.815 7.513
H -24.532 3.914 6.710
H -24.503 3.169 8.028
O -25.176 4.004 5.017
H -24.702 3.811 4.208
H -26.094 3.838 4.802
```

***

Q.
H18O9 | ωB97M-V/def2-TZVPD

Computed properties:
frontier orbital gap: 0.276 hartree

Structure (XYZ):
```
27
H18O9, DFT ωB97M-V/def2-TZVPD
O 1.680 -2.377 1.256
H 1.923 -1.480 1.487
H 0.752 -2.324 1.030
O -1.273 2.103 -1.187
H -1.758 1.630 -0.511
H -0.495 2.432 -0.738
O -0.062 -1.141 -1.490
H -0.756 -1.327 -2.123
H 0.186 -0.233 -1.666
O 0.775 2.079 -0.610
H 0.819 1.151 -0.376
H 1.472 2.197 -1.255
O -0.083 -1.915 0.414
H -0.017 -1.649 -0.503
H -0.531 -2.761 0.386
O -0.818 0.562 2.046
H -0.561 0.423 1.135
H -0.392 1.383 2.294
O 0.752 -0.582 2.323
H -0.145 -0.247 2.313
H 0.966 -0.665 3.252
O -0.262 0.779 -2.445
H -0.679 1.428 -1.878
H -0.657 0.923 -3.305
O -0.194 0.158 0.300
H -0.044 -0.781 0.416
H -0.597 0.232 -0.565
```

***

Most stable one: P, least stable one: Q.

***

P.
C2H4ClOP | ωB97M-V/def2-TZVPD

Computed properties:
SMILES string: ClP1CCO1
frontier orbital gap: 0.365 hartree

Structure (XYZ):
```
9
C2H4ClOP, DFT ωB97M-V/def2-TZVPD
C 0.598 0.359 0.618
C 0.263 -0.394 -0.678
O -0.403 1.329 0.461
P -1.396 0.438 -0.894
Cl -2.406 -0.727 0.394
H 0.273 -0.306 1.511
H 1.591 0.768 0.645
H 1.014 0.059 -1.454
H 0.467 -1.526 -0.603
```

***

Q.
C2H4ClOP | ωB97M-V/def2-TZVPD

Computed properties:
frontier orbital gap: 0.337 hartree

Structure (XYZ):
```
9
C2H4ClOP, DFT ωB97M-V/def2-TZVPD
C -0.085 -0.573 1.249
C -0.184 0.849 -1.363
O 1.977 -0.613 -0.719
P 0.608 -0.182 -0.369
Cl -1.824 1.376 -1.029
H 0.719 -0.810 1.964
H -0.680 0.384 1.642
H -0.904 -1.232 0.949
H 0.373 0.800 -2.325
```

***

Most stable one: P, least stable one: Q.

***

P.
C2H4N2S2 | ωB97M-V/def2-TZVPD

Computed properties:
frontier orbital gap: 0.305 hartree

Structure (XYZ):
```
10
C2H4N2S2, DFT ωB97M-V/def2-TZVPD
C -0.051 1.360 -0.280
C -1.080 -0.929 -0.108
H 0.687 -2.129 0.070
H -1.017 1.817 -0.694
H 1.731 1.619 0.756
H -1.875 -0.254 -0.008
N 0.061 -0.111 -0.173
N 0.806 2.179 0.303
S 1.604 -0.941 0.108
S -0.864 -2.610 0.027
```

***

Q.
C2H4N2S2 | ωB97M-V/def2-TZVPD

Computed properties:
SMILES string: [H]/N=C1/CNSS1
frontier orbital gap: 0.315 hartree

Structure (XYZ):
```
10
C2H4N2S2, DFT ωB97M-V/def2-TZVPD
C -0.153 0.882 0.114
C -0.576 -0.662 0.270
N -0.926 1.850 -0.052
N 0.426 -1.475 -0.286
S 1.672 1.038 0.136
S 1.995 -1.153 0.181
H -0.817 -0.815 1.453
H -1.493 -0.629 -0.230
H -0.562 2.714 -0.257
H 0.434 -1.750 -1.327
```

***

R.
C2H4N2S2 | ωB97M-V/def2-TZVPD

Computed properties:
SMILES string: [H]/N=C(/N)C(=S)S
frontier orbital gap: 0.293 hartree

Structure (XYZ):
```
10
C2H4N2S2, DFT ωB97M-V/def2-TZVPD
C -0.521 -0.199 0.216
C 0.616 0.315 -0.545
H -1.346 -1.265 1.414
H -0.029 -2.223 0.908
H -1.677 1.293 -0.368
H 2.217 1.673 -1.219
N -0.346 -1.136 1.285
N -1.681 0.352 0.130
S 1.012 1.999 -0.740
S 1.755 -0.809 -1.083
```

***

Most stable one: Q, least stable one: P.